{
  "formula": "C15H19AlB2BrCl3F6N2NaO25P2S",
  "method": "ωB97M-V/def2-TZVPD",
  "spin_multiplicity": 1,
  "max_force_ev_per_a": 4.1,
  "e_tot_ev": -235723.6809,
  "total_charge": -1,
  "symbols": ["O", "C", "O", "O", "B", "O", "O", "O", "P", "O", "Br", "H", "H", "H", "Na", "O", "C", "O", "C", "C", "C", "H", "H", "H", "H", "H", "H", "B", "O", "C", "O", "C", "O", "O", "O", "C", "O", "C", "O", "O", "Al", "C", "C", "O", "C", "H", "H", "H", "H", "H", "H", "C", "Cl", "Cl", "Cl", "H", "F", "P", "F", "F", "F", "F", "F", "C", "C", "N", "H", "H", "H", "N", "O", "O", "O", "O", "S", "O", "O", "O"],
  "positions_angstrom": [[1.765956, 1.504807, 3.070354], [1.325337, 2.210245, 2.210563], [1.330842, 3.561744, 2.232103], [2.727235, 3.873612, 2.290263], [3.134434, 4.287674, 3.551754], [2.309511, 4.529407, 4.588667], [4.513488, 4.419223, 3.665473], [0.766379, 1.677896, 1.050937], [1.818481, 1.569110, -0.133185], [1.918611, 3.054063, -0.759467], [3.882912, 1.298458, 0.742833], [2.167207, 3.702949, 5.063772], [4.813652, 3.633571, 4.131536], [1.035326, 3.379834, -1.020183], [4.783406, 3.392674, 1.156901], [-3.519175, -0.962575, 2.085438], [-3.171700, -0.106464, 2.849250], [-3.814919, 0.163121, 3.997938], [-3.224731, 1.316829, 4.637483], [-1.820875, 1.399136, 4.074266], [-2.009443, 0.849503, 2.664076], [-3.826567, 2.193580, 4.394099], [-3.218497, 1.175811, 5.713907], [-1.402226, 2.404436, 4.102297], [-1.160229, 0.740529, 4.644503], [-2.280731, 1.631974, 1.956288], [-1.123298, 0.316945, 2.319496], [-5.788542, -1.076768, 8.163720], [-6.331183, -1.525313, 9.463184], [-7.618585, -1.205746, 9.517858], [-8.351813, -1.429130, 10.435492], [-7.995018, -0.505366, 8.209988], [-9.075664, -0.083245, 7.922694], [-6.912062, -0.444350, 7.443866], [-4.667792, -0.120290, 8.354218], [-3.593026, -0.622488, 7.779428], [-2.515366, -0.091510, 7.757737], [-3.946139, -1.974079, 7.158923], [-3.194540, -2.691068, 6.565240], [-5.226577, -2.213587, 7.396111], [1.867807, 0.793379, -2.953858], [3.450265, -3.118031, -7.276186], [3.507223, -2.046611, -6.236346], [3.667485, -2.294369, -5.059853], [3.354794, -0.618257, -6.711385], [3.567545, -4.089651, -6.803170], [2.481171, -3.092985, -7.781187], [4.255196, -2.977371, -8.000701], [2.385722, -0.485854, -7.194036], [4.152404, -0.366826, -7.408901], [3.421515, 0.049679, -5.850522], [7.431864, 0.293281, -1.293998], [6.150112, 1.269038, -0.481062], [6.673256, -0.816801, -2.415020], [8.590497, 1.337247, -2.104926], [7.949963, -0.273053, -0.531610], [-0.845281, -6.384298, -8.653927], [0.516087, -6.071246, -7.774546], [1.256726, -6.002324, -9.260396], [0.037533, -7.485766, -7.070849], [2.063211, -6.558489, -7.401361], [0.471163, -5.476889, -6.220190], [0.148020, -4.462611, -8.031359], [-5.217713, -0.333726, -0.522181], [-5.826475, -0.718716, -1.788349], [-6.302145, -1.021555, -2.782951], [-5.751809, -0.794314, 0.304475], [-4.181691, -0.658496, -0.490875], [-5.255442, 0.748058, -0.411169], [-1.771839, 4.414255, 1.043530], [-1.397233, 5.584093, 1.175203], [-1.779151, 3.878031, -0.095880], [-2.084811, 3.731168, 2.043545], [7.155028, 0.671807, -8.610031], [6.101215, 0.163207, -9.483804], [5.916550, -1.257097, -9.197289], [6.501965, 0.380262, -10.869748], [4.835196, 0.856675, -9.248909]],
  "forces_ev_per_a": [[-0.48, 0.98, -1.04], [-0.34, -1.80, 2.03], [-0.02, 0.59, -0.88], [0.12, 0.30, -0.12], [-0.25, 0.60, 1.19], [0.12, -0.54, -0.35], [0.10, -0.52, -1.34], [0.55, 0.51, 1.03], [-0.74, -0.53, -1.40], [0.40, -0.19, 0.15], [-3.35, -2.24, 0.47], [-0.63, 0.10, 0.50], [0.48, 0.13, 0.56], [-0.25, 0.47, 0.31], [0.97, 2.77, 0.64], [-0.14, -0.20, -0.06], [0.13, 0.18, -0.24], [0.06, 0.05, 0.02], [-0.02, 0.17, 0.23], [0.39, 0.06, -0.14], [0.24, -0.20, 0.55], [0.01, -0.02, -0.10], [-0.18, -0.18, -0.01], [-0.18, 0.10, -0.03], [-0.08, -0.04, 0.05], [-0.04, -0.03, -0.02], [-0.18, -0.15, -0.21], [-0.16, -0.08, -0.02], [-0.08, 0.23, -0.40], [0.24, -0.31, 0.52], [-0.16, 0.03, 0.04], [-0.07, 0.28, -0.59], [-0.16, 0.02, 0.08], [0.14, -0.21, 0.43], [-0.18, -0.46, -0.22], [0.22, 0.67, 0.38], [0.21, -0.05, -0.18], [-0.30, -0.61, -0.28], [0.20, 0.03, -0.01], [0.17, 0.48, 0.23], [-0.05, -0.43, -0.38], [0.02, -0.31, 0.19], [0.07, -0.26, -0.02], [-0.06, 0.42, 0.17], [-0.10, 0.13, 0.34], [-0.10, -0.05, -0.03], [0.05, -0.02, -0.11], [-0.12, 0.14, -0.12], [0.08, -0.03, -0.18], [-0.15, -0.04, -0.07], [0.04, 0.05, 0.00], [0.39, 0.18, -0.36], [2.26, -0.48, -1.24], [-0.07, 0.03, 0.08], [-0.06, -0.02, 0.09], [-0.07, 0.04, 0.11], [-0.18, 0.69, 0.52], [-0.15, -0.25, -0.03], [-0.50, -0.32, -0.09], [0.73, -0.16, -0.46], [-0.11, 0.74, 0.62], [-0.37, -0.46, 0.04], [0.80, 0.00, -0.55], [-0.04, 0.04, -0.04], [0.20, 0.14, 0.43], [-0.23, -0.13, -0.52], [0.05, -0.03, 0.06], [0.02, -0.04, 0.09], [0.01, 0.02, 0.03], [0.54, -0.13, 0.23], [-0.05, 0.06, -0.07], [0.27, -0.21, -0.21], [0.05, 0.27, -0.21], [0.22, -0.20, -0.08], [0.05, -0.02, -0.16], [-0.06, 0.03, 0.37], [0.01, 0.36, 0.04], [-0.16, -0.15, -0.22]],
  "mulliken_charge": [-0.39, 0.41, -0.10, -0.17, 0.46, -0.36, -0.63, 0.17, 0.48, -0.48, -0.18, 0.33, 0.32, 0.39, 0.89, -0.64, 0.23, -0.31, -0.43, -0.47, 0.16, 0.23, 0.19, 0.40, 0.33, 0.03, 0.23, 1.15, -0.52, 0.57, -0.60, 0.60, -0.61, -0.48, -0.54, 0.66, -0.67, 0.66, -0.64, -0.53, 0.92, -1.02, 0.94, -0.59, -0.19, 0.30, 0.30, 0.27, 0.36, -0.33, 0.03, -0.07, -0.16, -0.05, -0.10, 0.33, -0.32, 1.05, -0.35, -0.33, -0.34, -0.34, -0.35, -0.62, 0.18, -0.37, 0.29, 0.23, 0.29, 0.92, -0.66, -0.69, -0.53, -0.38, 1.31, -0.32, -0.37, -0.40]
}